79
Properties=species:S:1:pos:R:3:forces:R:3:mulliken_spin:R:1 method="wB97M-V/def2-TZVPD" homo_ev="-4.929 / -4.937" de_lowest_kj_mol=106.8 multiplicity=3 orbital_gap_ev="7.1 / 7.1" s2=2.00 charge=-1
Pr 0.43303 0.60803 -0.21344 -0.39 -0.50 -0.10 1.9953
C -2.63914 2.33750 -0.99767 1.23 -0.06 -1.92 0.0028
O -2.04620 1.03955 -1.33624 0.38 -0.19 -0.49 0.0044
C -2.00395 0.65657 -2.67693 -0.92 0.96 0.10 -0.0039
C -2.79291 1.30243 -3.63249 -0.76 0.69 1.37 -0.0006
C -2.67705 1.04983 -4.97602 -0.24 0.83 0.83 -0.0009
C -1.77488 0.14559 -5.39382 0.64 -1.52 -1.25 0.0006
C -1.10790 -0.62041 -4.46780 1.32 -1.31 -0.31 0.0003
C -1.17603 -0.39451 -3.11802 -1.17 1.03 0.74 0.0038
N -0.44824 -1.07280 -2.14265 0.86 0.54 1.36 0.0003
N -0.22543 -2.26610 -2.41588 0.01 -1.46 -0.65 0.0012
C 0.50603 -3.14100 -1.66216 -0.02 -0.48 -0.37 0.0041
C 1.13791 -2.85059 -0.43670 0.27 -0.60 -1.11 0.0008
O 0.98914 -1.75735 0.13259 0.20 1.59 1.13 -0.0097
C 2.05438 -3.85200 0.07916 0.24 -0.58 0.06 -0.0003
C 2.21351 -5.08539 -0.46715 -0.52 0.33 0.53 0.0002
C 1.40736 -5.42870 -1.60777 1.37 -1.81 0.44 0.0002
C 1.44593 -6.71820 -2.17474 0.00 -0.44 1.06 0.0002
C 0.68483 -7.10873 -3.22741 -0.12 -0.99 -1.41 0.0000
C -0.05709 -6.11673 -3.89166 0.35 0.40 -0.71 0.0000
C -0.02227 -4.82677 -3.41515 -0.27 -0.94 -0.07 -0.0004
C 0.63733 -4.49642 -2.20648 -1.69 2.79 -1.33 -0.0017
H -3.70434 2.25769 -1.16200 -0.34 0.10 0.48 0.0002
H -2.22181 3.08455 -1.74230 -0.40 -0.60 1.00 -0.0002
H -2.32607 2.57561 0.02222 -0.30 -0.20 -0.23 -0.0023
H -3.55655 2.04083 -3.33697 0.68 -0.38 0.04 0.0000
H -3.24628 1.65046 -5.62811 -0.60 0.43 -0.87 -0.0001
H -1.63742 -0.07058 -6.44553 0.04 0.07 -0.05 0.0000
H -0.43116 -1.43605 -4.76623 -0.34 0.50 -0.02 -0.0004
H 2.64063 -3.54526 0.92220 0.17 0.11 0.44 0.0001
H 2.86941 -5.84284 0.00463 -0.34 0.58 -0.47 0.0000
H 2.02208 -7.42533 -1.61976 0.50 -0.61 0.07 0.0000
H 0.71568 -8.13802 -3.68704 0.07 1.13 0.89 0.0000
H -0.51020 -6.32955 -4.87910 0.04 0.11 0.83 0.0000
H -0.53203 -4.07367 -3.96763 -0.30 0.55 -0.09 0.0000
S 1.82018 5.49224 0.43251 0.28 0.57 0.76 0.0000
C 1.95342 4.87074 2.05512 -0.23 -0.80 0.71 -0.0004
C 2.37663 5.49596 3.24465 -0.29 -0.89 -1.49 -0.0002
C 2.29668 4.80824 4.43855 0.64 1.37 -0.24 0.0003
C 1.82863 3.52982 4.46135 -1.01 -0.66 0.07 0.0005
C 1.36226 2.91518 3.31774 0.36 -0.92 -0.53 -0.0005
C 1.45311 3.53991 2.09335 -0.52 1.31 -1.72 -0.0012
N 0.93607 3.07273 0.82738 0.97 2.12 0.50 0.0047
C 1.03763 4.04977 -0.07095 -0.21 -2.35 1.61 -0.0025
C 0.61943 3.87007 -1.43955 -0.04 -1.42 -0.71 -0.0113
C 0.57574 4.98345 -2.22828 0.17 0.66 -0.58 0.0003
C 0.35023 4.85020 -3.58277 -0.42 0.08 -0.83 0.0003
C 0.18114 3.57527 -4.13259 1.06 0.48 -0.56 -0.0001
C 0.34362 2.43828 -3.32690 -0.42 1.63 -0.53 0.0005
C 0.46408 2.54262 -1.96370 0.40 0.34 1.76 0.0164
H 2.78475 6.45994 3.13349 0.36 1.17 0.34 0.0000
H 2.60082 5.28959 5.35993 0.05 0.02 -0.04 0.0001
H 1.68765 3.10573 5.43078 0.05 -0.72 0.34 0.0000
H 0.98798 1.91443 3.24814 -0.31 -0.41 0.60 0.0004
H 0.80780 5.93877 -1.78045 -0.17 0.35 -0.22 0.0000
H 0.35349 5.72703 -4.24279 -0.11 -0.34 0.32 0.0001
H 0.14046 3.53001 -5.23819 -0.23 -0.28 0.71 0.0000
H 0.38954 1.48499 -3.77550 -0.15 -0.90 -0.63 0.0006
C -0.32289 -2.50110 7.05401 -0.20 2.29 0.74 0.0001
C -0.79742 -1.85673 5.78823 -0.89 0.98 -0.93 0.0002
C -1.85718 -0.94057 5.74965 0.06 0.19 -1.00 -0.0003
C -2.23533 -0.26726 4.53387 1.69 -2.31 0.55 0.0002
C -1.59366 -0.66812 3.34064 0.50 0.36 1.61 -0.0013
C -0.56681 -1.64215 3.34083 -1.59 0.81 -0.64 0.0011
C -0.21420 -2.13833 4.56383 1.75 -1.50 -0.11 0.0010
S -1.88654 0.21513 1.87055 0.61 0.78 0.87 -0.0050
O -3.21464 0.68815 1.90006 -1.97 1.17 0.45 -0.0003
O -1.62543 -0.72552 0.84138 0.89 -1.89 -2.26 0.0027
O -0.85307 1.29354 1.78027 -0.46 -0.35 0.44 -0.0008
H -1.06402 -2.30059 7.84348 0.21 -0.38 -0.16 0.0000
H 0.60719 -2.01576 7.40712 -0.28 -0.21 -0.24 0.0000
H -0.12918 -3.52436 6.95362 0.14 -1.58 -0.16 0.0000
H -2.37133 -0.81661 6.68869 -0.36 0.55 0.04 0.0000
H -3.01999 0.44618 4.48750 -0.50 0.51 0.08 0.0001
H -0.20388 -2.02565 2.36261 0.13 0.49 0.95 -0.0001
H 0.62185 -2.83770 4.54936 -0.12 -0.13 0.14 0.0000
O 2.63262 0.43205 -1.28789 1.42 0.26 1.14 -0.0028
N 3.38987 0.68844 -0.26438 -1.05 -0.46 -1.72 0.0027
O 2.73238 0.86036 0.76933 0.14 -0.05 0.63 0.0006

81
Properties=species:S:1:pos:R:3:forces:R:3:mulliken_spin:R:1 method="wB97M-V/def2-TZVPD" homo_ev="-10.859 / -10.861" de_lowest_kj_mol=39.6 multiplicity=3 orbital_gap_ev="7.4 / 7.4" s2=2.00 charge=+1
Pr -0.23591 -0.68715 0.75480 -1.16 1.18 0.09 2.0021
N 1.82449 -8.75264 1.96801 -0.06 0.12 -0.02 0.0000
C 1.43969 -7.45973 1.78703 0.05 -0.15 0.01 0.0000
C 0.86045 -6.73729 2.84754 0.02 -0.05 0.06 0.0001
C 0.46936 -5.43488 2.67155 0.00 -0.01 -0.16 0.0005
C 0.63650 -4.84116 1.41659 0.22 -0.35 0.05 -0.0006
C 1.21274 -5.53320 0.35178 -0.05 -0.03 0.09 0.0006
C 1.59868 -6.83899 0.53680 0.02 -0.04 -0.03 0.0000
S 0.28459 -3.19056 1.24529 0.17 -1.08 0.16 0.0034
O -1.04731 -2.84683 1.76073 0.02 -0.48 0.31 -0.0006
O 0.35820 -2.77941 -0.18457 0.25 -1.07 -0.16 -0.0021
N 1.23210 -2.16817 2.02574 0.71 -0.46 -0.26 -0.0032
C 2.41855 -1.82184 1.34087 -0.16 -0.44 0.22 -0.0026
N 3.22149 -2.77299 0.86251 -0.02 0.00 0.11 0.0001
C 4.28156 -2.36438 0.18263 -0.01 -0.10 0.04 0.0002
C 4.56007 -1.01966 -0.02773 0.15 -0.09 -0.06 -0.0004
C 3.67410 -0.12569 0.51067 -0.27 0.54 0.23 0.0012
N 2.57742 -0.50197 1.19255 0.07 -0.54 -0.10 -0.0001
H 1.83851 -9.15374 2.88763 -0.01 0.00 0.00 0.0000
H 2.34020 -9.23240 1.25344 0.00 0.01 -0.01 0.0000
H 0.73090 -7.21536 3.81045 0.00 0.00 -0.02 0.0000
H 0.03347 -4.87849 3.49192 0.01 0.01 -0.03 0.0000
H 1.35369 -5.04299 -0.60240 -0.01 0.00 0.04 0.0001
H 2.03857 -7.39411 -0.28300 -0.01 0.01 0.03 0.0000
H 4.93637 -3.13858 -0.20254 -0.04 0.01 -0.02 0.0000
H 5.42276 -0.69346 -0.59009 -0.01 -0.01 0.04 0.0000
H 3.82390 0.94452 0.41038 -0.05 0.00 -0.03 -0.0001
O 0.32337 1.26888 0.05720 0.63 1.99 -0.49 -0.0052
N 0.81250 0.56730 -0.92285 0.17 0.02 -0.46 -0.0069
C 1.58568 1.11849 -1.77719 0.37 0.33 -0.60 0.0061
C 2.13072 0.29007 -2.83141 -0.10 0.22 0.30 -0.0005
N 2.58160 -0.37399 -3.65254 -0.03 0.04 0.04 0.0019
C 1.94018 2.51370 -1.68400 -0.05 -0.20 -0.18 -0.0003
N 2.23773 3.62094 -1.62790 0.00 -0.02 0.04 0.0021
Se 1.13692 0.30541 3.79942 0.16 0.03 0.37 0.0004
N -0.44946 0.32632 2.94481 0.21 0.51 1.15 0.0056
C -1.30871 0.94139 3.75430 -0.25 0.02 -0.18 0.0017
C -2.68526 1.19766 3.45043 0.29 -0.06 0.01 -0.0008
C -3.44002 1.82454 4.37933 -0.08 0.14 0.25 0.0002
C -2.90535 2.24350 5.65024 -0.27 0.00 -0.16 0.0000
C -1.61357 2.03436 5.97187 0.25 -0.09 -0.09 0.0001
C -0.76805 1.37209 5.01797 -0.16 0.16 0.24 -0.0005
N 0.51394 1.12194 5.21595 -0.11 0.00 -0.17 0.0003
H -3.10320 0.89797 2.49957 0.00 -0.03 -0.03 0.0007
H -4.48219 2.02668 4.16384 0.02 0.00 0.03 0.0000
H -3.56029 2.74228 6.35267 -0.01 -0.01 -0.04 0.0000
H -1.19455 2.35508 6.91603 0.03 -0.04 -0.03 -0.0001
C -6.61071 -0.46436 1.03313 -0.01 0.04 -0.02 0.0000
C -6.49666 0.37685 -0.07064 0.01 -0.02 0.01 0.0000
C -5.26264 0.58720 -0.66296 0.00 0.03 0.00 -0.0006
C -4.12134 -0.03034 -0.14777 -0.03 0.03 0.06 -0.0028
C -4.24684 -0.86854 0.95782 -0.08 0.00 -0.03 0.0008
C -5.48717 -1.08947 1.54784 0.04 0.01 -0.04 0.0023
P -2.47712 0.13983 -0.92297 -1.11 0.05 -0.69 0.0038
C -2.35633 1.88524 -1.41521 0.02 0.02 -0.01 -0.0030
C -2.92478 2.87715 -0.62094 0.02 0.07 0.06 -0.0007
C -2.76024 4.21702 -0.94681 0.01 -0.02 0.00 0.0002
C -2.01723 4.57804 -2.06164 -0.01 -0.02 0.00 -0.0003
C -1.43174 3.59533 -2.84948 0.01 -0.03 0.05 0.0003
C -1.59781 2.25596 -2.52703 0.03 0.02 -0.01 0.0005
C -2.69019 -0.79177 -2.47425 0.05 -0.03 -0.04 -0.0008
C -2.35727 -2.14477 -2.45278 0.03 0.00 -0.08 0.0009
C -2.57265 -2.94194 -3.56910 0.00 0.02 0.03 0.0006
C -3.10756 -2.38561 -4.72068 -0.02 0.04 -0.01 -0.0001
C -3.43725 -1.03521 -4.75251 0.01 -0.02 0.04 0.0000
C -3.23778 -0.24159 -3.63264 -0.05 0.00 -0.04 -0.0003
H -7.57945 -0.63386 1.48659 0.03 0.02 -0.02 0.0000
H -7.37613 0.86498 -0.47119 0.02 -0.02 0.00 0.0000
H -5.18363 1.23743 -1.52696 0.00 -0.02 0.03 0.0000
H -3.37932 -1.37566 1.36397 0.09 -0.08 0.03 -0.0043
H -5.57222 -1.74935 2.40186 0.02 0.01 -0.02 0.0001
H -3.50079 2.60926 0.25776 -0.02 0.01 -0.04 -0.0001
H -3.21642 4.97961 -0.32816 0.02 -0.02 -0.01 0.0000
H -1.89449 5.62275 -2.31824 0.01 -0.04 0.02 0.0000
H -0.84336 3.87288 -3.71557 -0.03 -0.02 0.03 0.0000
H -1.14706 1.49606 -3.15566 -0.01 0.01 0.00 -0.0003
H -1.92595 -2.58854 -1.56349 0.02 -0.03 0.06 0.0007
H -2.31799 -3.99380 -3.53935 0.01 0.03 0.00 0.0000
H -3.26798 -3.00234 -5.59614 0.01 0.02 0.02 0.0000
H -3.85274 -0.59920 -5.65226 0.00 -0.01 0.03 0.0000
H -3.50631 0.80797 -3.66658 0.01 -0.06 0.00 0.0000

no.,energy (eV)
1,-94857.461
2,-157909.640